# 1
16
Properties=species:S:1:pos:R:3:forces:R:3:nbo_charge:R:1 method="wB97M-V/def2-TZVPD" energy_ha=-685.89732 total_charge=0 de_lowest_ev=3.310 lumo_ha=-0.0121 homo_energy_ev=-9.1212 mol_weight_da=119.189
C -0.01817 1.48517 0.63516 -2.64 -3.13 -0.92 -0.4401
C -0.74527 -0.03950 -1.23782 0.17 1.14 0.87 -0.6762
C -1.46858 -0.52739 1.18978 -2.28 -0.14 -1.47 -0.6709
C -0.73253 0.34737 0.24759 1.57 1.69 -0.14 0.0543
N 2.38868 -1.18773 -1.14115 -0.01 -0.59 0.08 -0.9590
O 3.05754 0.81268 0.01666 0.08 0.57 0.61 -0.8679
S 2.47005 -0.48657 0.19123 0.55 0.65 -0.31 1.4604
H 0.13955 1.89388 1.59334 -0.19 -0.28 1.44 0.1994
H 2.10606 -2.12674 -0.88766 -0.36 -0.62 -0.28 0.3570
H 0.20436 2.20014 -0.08691 0.94 0.73 -1.57 0.1938
H -1.77176 -0.42144 -1.49866 1.25 0.30 -0.17 0.2155
H 0.12468 -0.71491 -1.49811 -1.37 0.49 0.20 0.2357
H -0.50325 0.96433 -1.64582 -0.44 -0.91 -0.88 0.2269
H -1.26811 -0.09558 2.13015 0.06 -0.62 1.68 0.2269
H -2.62461 -0.51006 1.02111 1.77 0.72 0.13 0.2224
H -1.35865 -1.59366 0.97111 0.89 -0.01 0.72 0.2219

=====

# 2
16
Properties=species:S:1:pos:R:3:forces:R:3:nbo_charge:R:1 method="wB97M-V/def2-TZVPD" energy_ha=-685.92372 total_charge=0 de_lowest_ev=2.591 lumo_ha=0.0208 homo_energy_ev=-7.9558 mol_weight_da=119.189
C 0.08255 -0.76761 1.38029 3.35 1.77 -1.21 -0.6279
C -0.26647 0.14968 0.14816 -3.71 -4.82 -3.17 0.1027
C -0.08564 -0.52525 -1.32440 -2.23 -2.13 3.03 -0.6033
N 0.21900 1.41580 -0.01394 1.99 3.09 4.42 -0.8814
C -2.09105 0.35840 0.17678 2.78 -0.09 -0.46 0.2176
O -2.22081 1.63538 0.36436 -1.05 0.70 0.18 -0.6756
S -3.27068 -0.72480 -0.17939 0.74 0.52 0.56 -0.1278
H -0.60543 -0.58724 2.12510 -1.44 0.35 1.80 0.2205
H 1.12028 -0.49492 1.77588 -1.22 0.14 -0.37 0.2018
H 0.22317 -1.83527 1.29954 -0.62 -0.28 -1.05 0.2424
H 0.89076 -0.89995 -1.41348 1.53 -0.40 -0.17 0.2002
H -0.24111 0.27738 -1.97571 -0.48 0.81 -1.47 0.1885
H -0.81356 -1.43084 -1.49502 1.23 2.05 0.32 0.2431
H 0.68465 1.81107 0.86833 -0.63 -0.58 -2.17 0.3971
H 0.52091 1.81717 -0.88018 0.29 -0.40 -0.17 0.4120
H -1.29978 2.06386 0.33140 -0.52 -0.74 -0.07 0.4904

=====

# 3
16
Properties=species:S:1:pos:R:3:forces:R:3:nbo_charge:R:1 method="wB97M-V/def2-TZVPD" energy_ha=-685.89593 total_charge=0 de_lowest_ev=3.348 lumo_ha=0.0211 homo_energy_ev=-8.6879 mol_weight_da=119.189
C -1.71265 1.37577 0.13964 -1.24 -1.23 1.77 -0.4171
N -1.46615 -0.06132 -0.14269 0.16 0.56 -1.33 -0.6127
C -0.25583 -0.58660 0.38455 3.94 0.35 -0.48 -0.1380
C 0.75862 -1.29225 -0.58521 -1.77 -1.37 -0.23 -0.5072
S 2.44038 -1.18236 0.09896 0.55 -1.28 0.38 0.0655
C 0.93427 0.44673 0.65716 -3.06 2.72 2.43 0.3601
O 1.14160 1.46083 0.02207 -0.02 -0.68 -0.05 -0.5954
H -2.78189 1.52721 -0.07549 0.43 0.26 -0.01 0.1983
H -1.60778 1.40904 1.24505 -0.13 0.57 -0.54 0.1880
H -1.08605 2.13524 -0.30104 0.30 -0.11 -0.36 0.2087
H -1.49585 -0.17278 -1.15323 -0.01 -0.27 0.18 0.3558
H -0.33120 -1.20109 1.29536 -0.42 0.31 -0.17 0.1847
H 0.54635 -2.34459 -0.75023 -0.18 -0.06 -0.28 0.2192
H 0.70265 -0.73243 -1.50813 0.24 0.09 -0.27 0.2285
H 3.03322 -1.14777 -1.07620 0.34 0.12 -0.55 0.1378
H 1.18031 0.36638 1.74945 0.86 0.02 -0.50 0.1236

=====

# 4
16
Properties=species:S:1:pos:R:3:forces:R:3:nbo_charge:R:1 method="wB97M-V/def2-TZVPD" energy_ha=-685.82291 total_charge=0 de_lowest_ev=5.334 lumo_ha="-0.0248 / -0.0248" homo_energy_ev="-8.8012 / -8.8010" mol_weight_da=119.189
C 0.58887 1.32104 0.20109 1.76 1.08 -0.27 -0.7259
C -0.76493 0.79340 0.13218 -1.19 -0.08 -1.25 0.1965
C -1.40086 0.36280 -1.23145 0.12 -0.99 3.05 -0.6203
N -1.46763 0.42043 1.09782 -2.29 0.06 -0.84 -0.1128
O -1.24822 0.80194 2.33888 0.81 0.12 2.77 -0.5360
H 0.73519 2.07587 -0.51540 -0.22 1.39 -1.23 0.2285
H 0.96442 1.84532 1.10305 -0.38 -0.95 -0.02 0.2197
H 1.27964 0.55263 -0.19711 -0.19 0.51 0.88 0.2544
H -0.99304 -0.67522 -1.27414 -1.16 0.51 -1.01 0.2149
H -1.00383 0.94696 -1.97280 1.18 1.28 -2.09 0.2028
H -2.51034 0.49783 -1.25543 1.04 -0.64 0.37 0.2416
H -0.34828 1.11530 2.55818 -0.02 -0.03 -0.68 0.4405
C 1.66975 -2.60854 -0.19170 -2.98 1.95 -0.23 -0.4183
S 0.41533 -1.58065 0.14837 2.18 -3.43 0.25 0.0577
H 2.58219 -2.24241 -0.54992 1.56 0.66 0.00 0.1749
H 1.50173 -3.62669 -0.39164 -0.21 -1.44 0.29 0.1818